(1)
Entry from the OMol25 dataset: 2 unconnected molecules or ions with the total composition C5H11O2 at a distorted geometry (ωB97M-V/def2-TZVPD).

The geometry in XYZ format:
```
18
Properties=species:S:1:pos:R:3
C -1.379 4.020 -0.335
C -0.036 3.133 -0.316
O 0.499 2.849 -1.387
O 0.202 2.960 0.910
H -1.210 4.836 -1.051
H -1.664 4.291 0.687
H -2.218 3.482 -0.776
C 0.756 -1.866 0.046
C 1.690 -3.061 0.409
C -0.761 -2.009 0.141
H 1.027 -0.918 0.497
H 0.902 -1.701 -1.071
H 2.542 -2.667 0.984
H 2.053 -3.616 -0.455
H -1.214 -1.612 -0.749
H -1.125 -3.005 0.408
H 1.168 -3.687 1.110
H -1.231 -1.428 0.949
```

Results
net charge	-2
HOMO energy (alpha / beta)	3.816 / -1.493	eV
spin multiplicity	2
frontier orbital gap (alpha / beta)	2.57 / 7.83	eV


(2)
Entry from the OMol25 dataset: C5H8N2 in the gas phase (ωB97M-V/def2-TZVPD).

The geometry in XYZ format:
```
15
Properties=species:S:1:pos:R:3
C 2.227 -0.598 0.104
C 1.016 0.215 -0.203
C 0.552 1.416 0.409
N -0.750 1.561 0.287
N -1.161 0.513 -0.478
C -2.338 -0.189 0.015
C -0.101 -0.286 -0.800
H 3.018 -0.028 0.592
H 2.610 -1.109 -0.782
H 1.881 -1.350 0.824
H 1.118 2.158 0.967
H -2.585 -0.999 -0.681
H -3.165 0.510 0.121
H -2.082 -0.617 0.997
H -0.241 -1.195 -1.372
```

Results
net charge	0
HOMO energy	-8.904	eV
SMILES	Cc1cnn(C)c1
frontier orbital gap	9.87	eV


(3)
Entry from the OMol25 dataset: 2 unconnected molecules or ions with the total composition C3H8N2O at a distorted geometry (ωB97M-V/def2-TZVPD).

The geometry in XYZ format:
```
14
Properties=species:S:1:pos:R:3
C 0.833 0.056 0.843
C 1.319 1.378 0.320
N -2.214 -0.966 -0.330
C -1.090 -0.250 -0.205
O 0.874 -0.788 -1.041
N -0.433 -0.331 0.960
H 0.948 -1.750 -0.975
H 1.497 -0.386 1.590
H -2.381 -1.697 0.344
H -2.742 -0.938 -1.185
H -0.971 0.535 -0.947
H 1.287 2.093 1.151
H 0.721 1.758 -0.506
H 2.350 1.286 -0.019
```

Results
net charge	0
HOMO energy	-8.240	eV
frontier orbital gap	9.06	eV


(4)
Entry from the OMol25 dataset: a gas-phase ion, C4H10NO (charge +1) at a distorted geometry (ωB97M-V/def2-TZVPD).

The geometry in XYZ format:
```
16
Properties=species:S:1:pos:R:3
C -1.622 1.667 0.318
C -1.521 0.488 -0.215
C -0.829 -0.721 0.391
O -1.433 -1.819 0.066
N 0.750 -0.839 -0.418
C 1.853 -0.213 0.210
H -2.240 2.475 -0.242
H -1.259 1.732 1.359
H -1.826 0.344 -1.259
H -0.345 -0.455 1.334
H -2.002 -1.618 -0.696
H 0.616 -0.499 -1.363
H 0.965 -1.793 -0.596
H 1.750 -0.045 1.215
H 2.843 -0.647 0.046
H 2.024 0.754 -0.271
```

Results
net charge	+1
HOMO energy	-15.264	eV
SMILES	C=C[C@@H](O)[NH2+]C
frontier orbital gap	12.01	eV


(5)
Entry from the OMol25 dataset: C4H3FS in the gas phase at a distorted geometry (ωB97M-V/def2-TZVPD).

The geometry in XYZ format:
```
9
Properties=species:S:1:pos:R:3
C 0.425 0.124 -0.337
C -1.541 -0.362 0.667
C 1.204 -0.368 0.587
C -1.086 -1.066 1.705
F -1.752 -1.883 2.562
S 0.591 -1.033 2.083
H 0.570 0.745 -1.207
H -2.385 -0.138 0.071
H 2.203 -0.292 0.506
```

Results
net charge	0
HOMO energy	-8.828	eV
frontier orbital gap	8.85	eV


> The highest net charge belongs to which entry?

C4H10NO